Below is a 2-piece molecular cluster, C5H6O2 overall, with properties calculated with ωB97M-V/def2-TZVPD.

For the LUMO energy, the calculation gives -1.1 eV. The relative energy (zero: lowest compared OMol25 entry of this formula, charge and spin) comes out at 3.133 eV. Its SMILES is C=C=C=CC=O.O. The calculation puts the highest occupied orbital energy at -0.36723 Ha. The total energy is -344.48678 Ha. As for the total charge: 0.

```
13
C5H6O2, DFT ωB97M-V/def2-TZVPD
C 2.38463 0.21406 0.83160
C 1.08728 0.17937 1.02567
C -0.17902 0.06436 1.07416
C -1.48311 -0.08306 0.92906
C -2.24438 0.88226 0.09745
O -3.38581 0.69662 -0.25022
H 2.84363 1.01886 0.26358
H 3.02797 -0.57615 1.20601
H -2.01290 -0.94506 1.32593
H -1.67727 1.78248 -0.21230
O 0.58466 -1.03937 -1.83617
H 1.08349 -0.21759 -1.74519
H 0.16177 -1.14262 -0.97587
```

Atom charges from the Mulliken analysis, given in e for atoms 1 to 5: number 1, C, carries -0.979; number 2, C, carries 0.633; number 3, C, carries 0.319; number 4, C, carries -0.781; number 5, C, carries 0.066